49
Properties=species:S:1:pos:R:3:forces:R:3:mulliken_spin:R:1 method="wB97M-V/def2-TZVPD" gap_ha="0.254 / 0.250" spin_multiplicity=4 lumo_ha="-0.018 / -0.036" s2=4.2337 de_lowest_kj_mol=117.1 e_tot_ev=-57601.8640
Re -1.471 -0.845 -1.747 -2.99 2.96 2.00 3.2621
Cl -3.630 0.376 -1.927 0.99 -1.07 -0.45 0.0133
Cl -2.593 -2.919 -1.027 0.30 0.13 -0.38 0.1213
C -1.851 1.360 1.926 1.24 -1.91 1.15 -0.1659
H -1.641 0.855 2.827 0.86 -1.85 0.73 0.0112
H -2.480 0.742 1.263 -1.21 1.80 0.31 0.0233
C -0.984 1.033 -1.087 3.32 -1.19 -0.71 -0.4853
C -1.081 2.444 1.746 -0.62 0.75 -5.62 0.1170
H 0.077 1.045 -0.591 -2.04 0.01 -0.16 0.0209
C -1.996 3.521 1.011 0.95 1.35 0.40 0.0141
H 0.021 2.389 1.260 -1.93 0.51 2.92 -0.0123
C -2.931 3.485 -0.229 -0.33 -0.58 -0.08 -0.0158
H -2.648 3.743 1.883 0.35 0.54 -0.74 0.0085
H -1.315 4.382 0.823 -0.50 -0.14 0.36 0.0017
C -2.267 3.457 -1.583 0.99 -0.73 -0.82 0.0009
H -3.675 2.686 -0.197 0.24 -0.24 0.23 0.0002
H -3.535 4.398 -0.237 0.10 0.07 0.48 -0.0007
C -1.129 2.389 -1.734 0.11 0.42 -1.15 -0.0975
H -2.953 3.305 -2.419 -0.46 -0.17 0.46 0.0018
H -1.813 4.430 -1.836 0.07 -0.25 0.39 -0.0008
H -1.080 2.006 -2.775 -0.30 1.00 0.01 -0.0256
H -0.190 2.954 -1.598 -0.18 -0.45 0.29 -0.0162
C -0.518 -2.382 1.769 -0.15 -0.24 -0.59 0.0308
P -0.143 -1.261 0.327 1.82 -0.28 2.46 0.0198
C 1.438 -0.524 1.184 -0.71 0.20 -0.25 0.0502
C 1.328 0.162 2.413 0.56 -0.13 -0.24 0.0072
C 2.492 0.523 3.120 -0.95 -0.23 -0.40 -0.0041
C 3.743 0.194 2.620 0.72 0.07 0.14 0.0037
C 3.866 -0.456 1.398 -0.66 -0.07 -0.24 -0.0008
C 2.709 -0.797 0.677 0.32 -0.17 -0.16 0.0079
C 0.640 -2.281 -0.956 0.24 -0.35 0.33 -0.0549
C 0.871 -1.656 -2.195 0.15 -1.05 -0.97 0.1839
C 1.352 -2.450 -3.282 -0.57 0.37 0.93 0.0064
C 1.584 -3.803 -3.087 0.19 -0.05 -0.26 0.0140
C 1.356 -4.416 -1.847 -0.33 1.04 0.77 -0.0031
C 0.882 -3.655 -0.764 0.23 -0.09 -1.28 0.0356
H -1.031 -1.780 2.537 0.26 -0.23 -0.32 -0.0032
H 0.426 -2.795 2.169 -0.48 0.21 -0.14 0.0054
H -1.186 -3.186 1.425 0.14 0.29 0.22 -0.0003
H 0.343 0.402 2.810 0.31 -0.05 -0.03 -0.0045
H 2.392 1.052 4.063 0.04 -0.09 -0.12 -0.0002
H 4.650 0.447 3.192 -0.55 -0.10 -0.32 0.0002
H 4.841 -0.713 0.991 -0.16 0.09 0.11 0.0002
H 2.809 -1.320 -0.284 0.04 0.27 0.49 0.0006
H 0.660 -0.573 -2.358 0.56 -0.37 0.20 -0.0771
H 1.492 -1.979 -4.249 0.08 -0.13 0.07 0.0027
H 1.958 -4.407 -3.919 -0.17 0.22 0.30 0.0012
H 1.544 -5.467 -1.702 0.03 -0.16 -0.11 -0.0005
H 0.666 -4.115 0.196 0.09 0.05 -0.22 0.0028